{
  "formula": "C4H6N2OS",
  "method": "ωB97M-V with the def2-TZVPD basis set",
  "species": ["C", "S", "N", "C", "C", "N", "C", "O", "H", "H", "H", "H", "H", "H"],
  "xyz": [[1.932781, 1.259984, -0.613562], [1.020107, 1.464614, 0.939408], [-0.610142, 0.670552, 0.437210], [-0.702569, -0.572867, 1.056087], [-1.939275, -1.063118, 0.986959], [-2.713233, -0.162595, 0.283440], [-1.958423, 0.946515, -0.117945], [-2.451467, 1.790747, -0.869197], [1.792313, 0.279583, -1.199607], [2.935496, 1.221874, -0.462639], [1.682266, 2.004710, -1.432532], [0.138164, -1.129845, 1.604437], [-2.198435, -2.001003, 1.315921], [-3.692033, 0.070084, 0.171976]],
  "forces_ev_per_angstrom": [[-3.3, -0.8, -3.1], [-2.3, -0.6, -2.1], [0.9, 0.6, 0.4], [1.1, -1.5, 1.3], [0.5, 1.3, -0.3], [0.8, 1.8, -0.7], [0.0, 0.1, -0.6], [1.8, -0.5, 1.5], [-0.4, 1.0, 1.5], [3.1, 0.5, 1.0], [0.3, -0.4, 1.4], [-1.3, 1.4, -1.3], [-1.1, -1.7, 0.6], [0.0, -1.0, 0.3]],
  "total_charge": 0,
  "smiles": "CSn1cc[nH]c1=O",
  "spin_multiplicity": 1,
  "homo_energy_ev": -8.03,
  "relative_energy_kj_mol": 279.4,
  "lumo_energy_ha": 0.008,
  "e_tot_ev": -20106.4456
}